{"formula": "C5H10Cl2O", "method": "ωB97M-V with the def2-TZVPD basis set", "lumo_ev": 0.90, "e_tot_ev": -32439.140, "smiles": "C1CCOC1.ClCCl", "multiplicity": 1, "homo_lumo_gap_ev": 10.679, "de_lowest_kcal_mol": 15.6, "symbols": ["H", "H", "H", "C", "H", "H", "C", "H", "H", "H", "C", "H", "C", "C", "Cl", "O", "H", "Cl"], "xyz": [[1.3432, 1.1800, -0.7237], [-1.1030, 0.1902, -2.2266], [-0.6085, -0.3371, 2.9474], [-1.1290, 0.5490, 2.6075], [1.1842, 0.9254, -2.4917], [2.3047, -1.0696, -1.1486], [1.2369, -0.8931, -1.2719], [-1.0681, 1.4557, -0.9711], [0.1022, -2.2700, -0.0267], [0.9051, -1.4851, -2.1312], [-0.6168, 0.5204, -1.2990], [-1.7889, 0.3105, 1.7837], [0.8891, 0.5710, -1.5081], [0.3565, -1.2114, -0.0853], [-2.0794, 1.2085, 3.9464], [-0.8351, -0.4555, -0.2711], [0.8356, -0.8898, 0.8473], [0.0712, 1.7009, 2.0229]], "lowdin_charge": [0.097, 0.119, 0.027, -1.028, 0.113, 0.116, -0.173, 0.111, 0.121, 0.117, -0.209, 0.016, -0.174, -0.226, 0.511, -0.184, 0.098, 0.548]}